The following is a quantum chemistry calculation of 5 unconnected molecules or ions with the total composition C14H28N2O3, from the OMol25 dataset.

```
47
Properties=species:S:1:pos:R:3:lowdin_charge:R:1
C 2.501 0.618 1.228 -0.12
C 2.271 0.505 2.624 -0.10
C 2.549 -0.787 2.981 -0.13
N 2.909 -1.463 1.846 0.01
C 2.858 -0.624 0.767 -0.17
H 2.384 1.499 0.618 0.10
H 1.970 1.314 3.268 0.09
H 2.607 -1.278 3.937 0.11
H 3.212 -2.420 1.824 0.15
H 3.018 -0.978 -0.238 0.12
C -2.245 -0.594 -0.571 -0.13
C -1.805 -1.838 -1.086 -0.11
C -0.547 -2.044 -0.566 -0.17
N -0.217 -0.960 0.194 0.03
C -1.267 -0.077 0.234 -0.14
H -3.204 -0.148 -0.788 0.09
H -2.379 -2.538 -1.667 0.09
H 0.191 -2.814 -0.724 0.10
H 0.701 -0.774 0.578 0.08
H -1.152 0.847 0.770 0.09
C -1.335 3.543 -0.695 -0.10
C -1.170 5.033 -0.494 -0.31
O -1.130 5.764 -1.725 -0.08
H -2.164 3.344 -1.380 0.09
H -1.593 3.086 0.262 0.06
H -0.444 3.047 -1.078 0.06
H -0.251 5.270 0.045 0.11
H -1.999 5.420 0.107 0.11
H -1.480 5.187 -2.410 0.06
C -0.674 -4.171 2.179 -0.09
C 0.449 -4.177 3.200 -0.33
O -0.034 -4.193 4.533 -0.08
H -1.115 -3.174 2.104 0.07
H -1.436 -4.896 2.457 0.08
H -0.291 -4.395 1.182 0.06
H 1.092 -3.303 3.042 0.08
H 1.048 -5.079 3.074 0.11
H -0.563 -3.403 4.685 0.08
C -0.363 0.613 -3.198 -0.09
C 0.055 1.415 -4.422 -0.30
O -0.477 2.745 -4.383 -0.09
H -0.342 1.234 -2.305 0.04
H 0.292 -0.247 -3.037 0.07
H -1.369 0.215 -3.314 0.07
H -0.309 0.928 -5.325 0.11
H 1.144 1.483 -4.509 0.11
H 0.105 3.267 -3.824 0.07
```

Computed properties:
Highest occupied orbital energy: -8.326 eV
Energy relative to the best compared isomer or geometry (same formula, charge and spin): 32.6 kcal/mol
SMILES: c1cc[nH]c1.c1cc[nH]c1.CCO.CCO.CCO
LUMO level: 0.5 eV